A structure of composition C38H72F18Li2N7O12S6 in a non-equilibrium geometry, computed with ωB97M-V with the def2-TZVPD basis set.

Last column: Mulliken charge in e.
Positions of all 155 atoms, in Å:
Li1 -3.181 0.371 -3.423  0.793
Li2 -1.153 1.456 -3.810  1.668
C1 2.519 9.981 1.342  -1.284
C2 2.243 9.094 0.163  -0.553
C3 1.563 7.671 0.550  -0.507
N1 0.864 6.836 -0.606  0.417
C4 1.882 6.030 -1.299  -1.116
C5 -0.018 7.556 -1.689  -0.682
C6 -1.167 6.573 -1.898  -0.815
C7 -0.912 5.327 -1.084  0.152
C8 -0.035 5.792 0.089  -1.018
H1 3.290 10.619 0.910  0.379
H2 3.051 9.539 2.184  0.355
H3 1.649 10.578 1.616  0.335
H4 3.251 8.916 -0.210  0.326
H5 1.792 9.579 -0.703  0.433
H6 0.640 7.952 1.058  0.366
H7 2.364 7.113 1.036  0.377
H8 1.309 5.414 -1.993  0.360
H9 2.378 5.541 -0.461  0.373
H10 2.509 6.604 -1.982  0.304
H11 0.600 7.850 -2.537  0.371
H12 -0.327 8.480 -1.200  0.433
H13 -1.451 6.364 -2.929  0.317
H14 -2.041 7.081 -1.492  0.399
H15 -0.490 4.543 -1.713  -0.220
H16 -1.867 5.029 -0.650  0.503
H17 0.456 4.958 0.590  0.393
H18 -0.741 6.277 0.763  0.570
C9 -1.418 -5.610 -4.204  -1.204
C10 0.150 -5.885 -4.040  -0.057
C11 0.460 -7.034 -2.998  -0.779
N2 1.947 -7.272 -2.596  0.148
C12 2.456 -6.049 -1.757  -1.259
C13 2.784 -7.408 -3.853  -0.723
C14 2.413 -8.818 -4.333  -0.544
C15 2.135 -9.713 -3.127  -0.752
C16 2.120 -8.623 -1.926  -0.531
H19 -1.847 -5.778 -3.216  0.367
H20 -1.900 -6.186 -4.994  0.450
H21 -1.588 -4.541 -4.337  0.086
H22 0.584 -4.958 -3.663  0.112
H23 0.550 -6.071 -5.037  0.346
H24 -0.139 -7.870 -3.359  0.263
H25 0.047 -6.697 -2.047  0.526
H26 2.641 -5.131 -2.316  0.413
H27 3.491 -6.153 -1.432  0.420
H28 1.709 -6.034 -0.963  0.544
H29 3.794 -7.159 -3.529  0.495
H30 2.428 -6.600 -4.493  0.404
H31 3.284 -9.094 -4.928  0.467
H32 1.625 -8.729 -5.081  0.288
H33 2.966 -10.398 -2.954  0.360
H34 1.228 -10.318 -3.143  0.313
H35 3.146 -8.567 -1.562  0.386
H36 1.426 -8.565 -1.088  0.406
C17 1.046 -4.121 1.375  -1.248
C18 1.342 -3.425 2.678  -0.085
C19 1.620 -4.396 3.820  -0.788
N3 1.898 -3.719 5.166  0.349
C20 0.687 -3.111 5.850  -1.279
C21 2.381 -4.791 6.223  -0.549
C22 3.526 -4.094 7.122  -0.510
C23 3.637 -2.718 6.611  -0.667
C24 3.098 -2.742 5.215  -0.773
H37 0.400 -3.582 0.683  0.171
H38 0.570 -5.100 1.318  0.532
H39 1.978 -3.951 0.835  0.354
H40 0.559 -2.725 2.968  0.097
H41 2.178 -2.729 2.605  0.411
H42 2.524 -4.992 3.701  0.299
H43 0.789 -5.083 3.985  0.381
H44 -0.049 -3.915 5.833  0.471
H45 0.233 -2.189 5.488  0.344
H46 0.746 -2.916 6.921  0.477
H47 1.506 -5.112 6.788  0.418
H48 2.854 -5.604 5.673  0.332
H49 3.113 -4.043 8.130  0.274
H50 4.431 -4.701 7.149  0.368
H51 2.871 -2.119 7.105  0.317
H52 4.627 -2.298 6.788  0.428
H53 2.727 -1.776 4.874  0.413
H54 3.698 -3.033 4.353  0.451
C25 -2.727 -0.586 3.116  -1.255
C26 -3.392 -0.001 4.386  -0.084
C27 -2.868 1.454 4.462  -1.159
N4 -3.587 2.334 5.552  0.520
C28 -5.103 2.450 5.366  -0.980
C29 -3.251 3.818 5.544  -0.687
C30 -3.334 4.321 6.992  -0.509
C31 -2.961 3.163 7.820  -0.677
C32 -3.116 1.913 6.939  -0.617
H55 -2.781 -1.664 3.268  0.469
H56 -1.677 -0.305 3.029  0.323
H57 -3.216 -0.391 2.162  0.225
H58 -3.036 -0.507 5.284  0.330
H59 -4.478 -0.099 4.375  0.403
H60 -3.105 1.860 3.479  0.403
H61 -1.790 1.609 4.503  0.428
H62 -5.531 1.512 5.718  0.347
H63 -5.217 2.658 4.302  0.335
H64 -5.491 3.239 6.011  0.424
H65 -3.773 4.417 4.797  0.424
H66 -2.172 3.849 5.397  0.358
H67 -4.321 4.749 7.167  0.332
H68 -2.532 4.969 7.344  0.276
H69 -3.427 3.165 8.805  0.378
H70 -1.906 3.211 8.088  0.372
H71 -3.942 1.371 7.400  0.269
H72 -2.293 1.201 6.877  0.370
C33 -4.446 3.677 -3.962  0.470
F1 -4.698 5.017 -4.271  -0.204
F2 -4.320 3.541 -2.618  -0.115
F3 -5.345 2.951 -4.518  -0.178
S1 -2.835 3.233 -5.004  0.833
O1 -2.922 3.959 -6.262  -0.446
O2 -1.721 3.661 -4.106  -0.708
N5 -2.819 1.444 -5.015  -0.369
S2 -2.737 1.131 -6.522  0.621
O3 -3.931 1.444 -7.220  -0.588
O4 -1.425 1.493 -7.135  -0.521
C34 -2.770 -0.853 -6.484  0.517
F4 -1.663 -1.266 -5.914  -0.044
F5 -3.775 -1.301 -5.784  -0.214
F6 -2.784 -1.281 -7.801  -0.215
C35 5.041 2.525 -3.078  0.482
F7 4.818 1.929 -1.952  -0.204
F8 6.190 2.005 -3.607  -0.228
F9 5.158 3.836 -2.860  -0.211
S3 3.501 2.300 -4.315  0.753
O5 3.985 3.041 -5.524  -0.624
O6 2.455 2.932 -3.557  -0.542
N6 3.392 0.765 -4.409  -0.403
S4 2.110 0.756 -5.526  1.030
O7 2.459 1.285 -6.878  -0.559
O8 0.821 1.145 -4.875  -0.452
C36 1.865 -1.150 -5.675  0.421
F10 0.639 -1.504 -6.109  -0.160
F11 2.169 -1.756 -4.507  -0.235
F12 2.855 -1.606 -6.541  -0.237
C37 -0.372 -2.183 -2.221  0.387
F13 -0.210 -2.137 -3.603  -0.061
F14 -0.576 -3.402 -1.835  -0.062
F15 0.704 -1.555 -1.621  -0.097
S5 -1.994 -1.288 -1.755  0.987
O9 -2.923 -1.591 -2.859  -0.827
O10 -2.434 -1.702 -0.409  -0.451
N7 -1.680 0.419 -2.210  -0.170
S6 -0.748 0.885 -1.021  -0.153
O11 -0.298 -0.054 0.051  -0.388
O12 0.324 1.779 -1.507  -0.412
C38 -1.941 2.047 -0.171  0.496
F16 -2.597 2.793 -1.066  0.088
F17 -2.843 1.332 0.519  -0.227
F18 -1.112 2.718 0.647  -0.159

Its net charge is +3. The LUMO energy is -6.2 eV. The calculation puts the frontier orbital gap at 6.65 eV. The calculation puts the energy relative to the best compared isomer or geometry (same formula, charge and spin) at 102.3 kcal per mole. As for the highest occupied orbital energy: -12.83 eV.

A cluster of 5 separate species, C38H73FN2O5Si in total in a non-equilibrium geometry, computed with ωB97M-V with the def2-TZVPD basis set.

Last column: Mulliken charge in e.
Positions of all 120 atoms, in Å:
C1 1.106 -1.803 -1.607  -0.211
C2 1.301 -2.100 -3.203  0.655
C3 2.929 -2.128 -3.425  -0.780
Si1 3.568 -0.298 -3.234  0.066
C4 3.856 0.162 -1.359  -0.563
O1 2.712 0.844 -0.756  0.039
N1 2.697 2.170 -1.031  0.008
O2 1.528 2.483 -1.066  -0.302
C5 5.210 -0.012 -4.250  -0.483
C6 5.478 1.579 -4.284  0.495
O3 5.766 2.151 -5.381  -0.504
F1 5.390 2.437 -3.133  -0.226
N2 2.399 0.922 -3.851  -0.159
C7 2.234 0.802 -5.155  0.547
O4 1.648 0.529 -6.239  -0.504
O5 0.672 -3.388 -3.441  -0.492
C8 -0.600 -3.261 -4.134  -0.491
C9 -1.637 -2.197 -3.493  0.920
C10 -1.847 -0.861 -4.334  -0.447
C11 -2.764 0.324 -3.894  -0.530
C12 -3.525 0.159 -2.513  -0.511
C13 -3.343 -1.170 -1.676  -0.726
C14 -2.409 -2.365 -2.119  -0.105
H1 2.093 -1.983 -1.019  0.134
H2 0.323 -2.552 -1.195  -0.131
H3 0.685 -0.746 -1.475  0.078
H4 0.923 -1.243 -3.863  -0.068
H5 3.226 -2.575 -4.444  0.278
H6 3.382 -2.782 -2.600  0.354
H7 3.986 -0.832 -0.781  0.321
H8 4.764 0.869 -1.247  0.453
H9 4.984 -0.343 -5.335  0.249
H10 6.056 -0.614 -3.760  0.439
H11 -0.509 -3.051 -5.263  0.305
H12 -1.119 -4.299 -4.046  -0.123
H13 -1.263 -0.744 -5.330  0.255
H14 -2.857 1.263 -4.562  0.324
H15 -4.175 1.044 -2.183  0.318
H16 -3.895 -1.276 -0.664  0.332
H17 -2.256 -3.319 -1.489  0.623
C15 -4.962 -9.386 -4.246  -1.187
C16 -5.764 -8.104 -4.414  -0.362
C17 -5.112 -7.109 -5.376  -0.837
C18 -3.738 -6.591 -4.941  -0.784
C19 -3.705 -5.906 -3.573  -0.110
C20 -4.567 -4.653 -3.511  -1.084
H18 -3.976 -9.194 -3.817  0.280
H19 -5.486 -10.073 -3.574  0.374
H20 -4.829 -9.891 -5.207  0.293
H21 -5.930 -7.641 -3.436  0.241
H22 -6.756 -8.362 -4.802  0.381
H23 -5.792 -6.263 -5.522  0.311
H24 -5.008 -7.582 -6.360  0.410
H25 -3.377 -5.887 -5.700  0.377
H26 -3.020 -7.418 -4.937  0.357
H27 -2.669 -5.627 -3.350  0.106
H28 -4.009 -6.603 -2.787  0.374
H29 -4.244 -3.921 -4.257  0.215
H30 -4.484 -4.188 -2.525  0.254
H31 -5.623 -4.879 -3.683  0.443
C21 -2.231 5.871 2.852  -1.186
C22 -1.996 4.399 3.158  -0.387
C23 -0.746 4.154 4.008  -0.960
C24 0.574 4.578 3.356  -0.445
C25 0.872 3.922 2.007  -0.248
C26 1.016 2.410 2.096  -0.694
H32 -1.413 6.300 2.268  0.271
H33 -3.150 5.992 2.270  0.380
H34 -2.338 6.448 3.775  0.290
H35 -1.942 3.831 2.224  0.259
H36 -2.865 4.012 3.703  0.375
H37 -0.701 3.092 4.269  0.324
H38 -0.851 4.693 4.957  0.433
H39 1.391 4.351 4.051  0.352
H40 0.586 5.666 3.228  0.224
H41 1.808 4.339 1.618  0.310
H42 0.099 4.177 1.276  0.259
H43 1.821 2.136 2.784  0.337
H44 1.257 1.997 1.113  -0.064
H45 0.093 1.934 2.437  0.263
C27 0.582 -2.328 2.758  -1.169
C28 0.398 -3.777 2.333  -0.549
C29 -0.951 -4.039 1.658  0.320
C30 -2.177 -3.788 2.542  -0.878
C31 -2.217 -4.595 3.841  -0.478
C32 -2.275 -6.098 3.610  -1.177
H46 -0.159 -2.025 3.501  0.303
H47 1.572 -2.189 3.204  0.418
H48 0.502 -1.658 1.897  0.210
H49 0.531 -4.435 3.198  0.361
H50 1.193 -4.038 1.625  0.373
H51 -0.968 -5.071 1.292  0.416
H52 -1.028 -3.404 0.767  -0.455
H53 -3.077 -4.012 1.957  0.417
H54 -2.239 -2.722 2.788  0.353
H55 -3.105 -4.295 4.409  0.374
H56 -1.356 -4.351 4.471  0.239
H57 -3.159 -6.368 3.025  0.288
H58 -2.332 -6.625 4.568  0.382
H59 -1.389 -6.462 3.085  0.281
C33 4.351 10.084 6.300  -1.211
C34 3.403 9.753 5.156  -0.488
C35 2.786 8.357 5.272  -0.466
C36 3.787 7.199 5.223  -0.585
C37 4.661 7.148 3.968  -0.465
C38 3.859 6.949 2.690  -0.861
H60 5.207 9.405 6.325  0.285
H61 4.740 11.100 6.185  0.379
H62 3.836 10.027 7.262  0.292
H63 3.923 9.865 4.200  0.246
H64 2.592 10.491 5.152  0.389
H65 2.044 8.234 4.476  0.180
H66 2.228 8.293 6.214  0.403
H67 3.232 6.258 5.308  0.260
H68 4.439 7.242 6.103  0.334
H69 5.366 6.316 4.070  0.357
H70 5.268 8.054 3.886  0.258
H71 3.284 6.020 2.733  -0.002
H72 4.532 6.890 1.829  0.414
H73 3.167 7.776 2.513  0.268

Its net charge is 0. The LUMO energy is -0.2 eV. The calculation puts the frontier orbital gap at 8.62 eV. As for the highest occupied orbital energy: -8.85 eV. As for the SMILES: C[C@@H](C[Si@@](CON=O)(CC(=O)F)N=C=O)OCc1ccccc1.CCCCCC.CCCCCC.CCCCCC.CCCCCC.

A cluster of 3 separate species, C38H74F2N5O5P2 in total in a non-equilibrium geometry, computed with ωB97M-V with the def2-TZVPD basis set.

Last column: Mulliken charge in e.
Positions of all 126 atoms, in Å:
C1 4.734 -4.149 4.422  -1.129
C2 3.578 -3.778 3.341  -0.432
N1 4.175 -3.045 2.190  -0.021
C3 3.161 -2.404 1.304  2.266
C4 1.696 -3.033 1.164  -1.222
C5 0.655 -2.568 2.271  -0.214
O1 0.839 -1.699 3.146  -0.456
C6 3.706 -2.461 -0.230  -1.606
C7 3.732 -3.950 -0.791  -0.831
C8 5.272 -4.258 -1.248  -0.188
C9 5.614 -5.815 -1.012  -0.419
F1 5.351 -6.585 -2.208  -0.323
N2 4.061 -1.281 -0.828  1.525
C10 4.581 -1.172 -2.220  0.145
C11 3.641 -1.841 -3.323  -1.174
F2 4.788 0.200 -2.626  -0.301
C12 3.906 -0.124 0.126  -0.117
C13 5.327 0.621 0.363  -1.171
C14 6.527 -0.446 0.570  -0.161
C15 7.625 -0.366 -0.608  0.229
N3 8.277 0.933 -0.867  -0.568
O2 7.964 -1.371 -1.286  -0.530
P1 2.559 1.166 -0.220  -0.374
C16 3.141 2.562 -1.351  -0.250
C17 2.148 2.859 -2.602  -0.890
C18 0.939 0.386 -0.786  0.130
C19 -0.253 1.351 -0.253  -0.783
C20 3.340 -0.814 1.490  -1.057
P2 4.115 -0.332 3.135  0.388
O3 3.622 1.115 3.450  -0.766
H1 5.295 -3.196 4.719  0.243
H2 4.156 -4.527 5.343  0.378
H3 5.407 -4.953 3.985  0.339
H4 3.062 -4.746 3.025  0.253
H5 2.852 -3.098 3.917  0.294
H6 4.862 -3.605 1.673  0.366
H7 1.816 -4.171 1.272  0.693
H8 1.267 -2.849 0.112  0.435
H9 -0.377 -3.083 2.251  0.281
H10 3.492 -4.744 -0.011  0.242
H11 3.008 -4.106 -1.675  0.513
H12 5.921 -3.692 -0.484  0.147
H13 5.494 -3.904 -2.303  0.239
H14 6.743 -5.914 -0.811  0.351
H15 5.096 -6.252 -0.098  0.276
H16 5.626 -1.657 -2.265  0.268
H17 3.671 -1.185 -4.263  0.414
H18 4.140 -2.831 -3.637  0.280
H19 2.590 -2.088 -2.971  0.220
H20 5.637 1.243 -0.556  0.484
H21 5.269 1.389 1.220  0.519
H22 6.173 -1.527 0.588  -0.188
H23 7.107 -0.183 1.530  0.439
H24 7.943 1.577 -0.138  0.329
H25 7.996 1.262 -1.809  0.300
H26 3.107 3.523 -0.716  0.495
H27 4.233 2.473 -1.689  0.278
H28 1.591 1.939 -2.965  0.190
H29 2.693 3.330 -3.488  0.344
H30 1.394 3.638 -2.225  0.270
H31 0.808 -0.597 -0.197  -0.394
H32 0.870 0.152 -1.896  0.610
H33 0.227 2.331 0.121  0.348
H34 -1.022 1.601 -1.051  0.185
H35 -0.775 0.916 0.675  0.133
H36 2.289 -0.378 1.561  0.572
H37 5.555 -0.239 3.095  0.018
H38 3.756 -1.177 4.230  0.108
C21 -4.523 3.584 -4.973  -1.744
C22 -4.246 3.565 -3.441  2.016
C23 -5.472 4.064 -2.629  -1.309
C24 -5.624 5.575 -2.526  -0.537
C25 -4.311 6.223 -2.108  -1.176
C26 -3.149 5.833 -3.046  1.696
N4 -3.001 4.346 -3.171  0.344
O4 -2.479 3.899 -2.035  -0.506
C27 -3.395 6.492 -4.425  -1.911
C28 -1.846 6.508 -2.553  -1.859
C29 -4.115 2.049 -3.121  -2.018
H39 -3.947 4.329 -5.518  0.380
H40 -4.240 2.639 -5.445  0.472
H41 -5.579 3.758 -5.191  0.317
H42 -5.406 3.676 -1.605  0.308
H43 -6.392 3.641 -3.046  0.410
H44 -5.981 5.987 -3.474  0.288
H45 -6.395 5.811 -1.786  0.408
H46 -4.434 7.310 -2.094  0.397
H47 -4.082 5.934 -1.076  0.350
H48 -2.613 6.220 -5.140  0.402
H49 -3.389 7.581 -4.337  0.429
H50 -4.361 6.241 -4.863  0.405
H51 -1.597 6.243 -1.524  0.328
H52 -1.943 7.597 -2.576  0.422
H53 -0.999 6.240 -3.191  0.433
H54 -3.229 1.615 -3.592  0.499
H55 -4.989 1.507 -3.493  0.422
H56 -4.062 1.851 -2.047  0.344
C30 -2.770 -1.532 2.426  -1.769
C31 -4.203 -1.015 2.110  2.158
C32 -4.690 0.003 3.173  -1.497
C33 -5.251 -0.602 4.453  -0.528
C34 -6.267 -1.691 4.136  -1.228
C35 -5.683 -2.771 3.206  1.650
N5 -5.109 -2.190 1.950  0.392
O5 -6.147 -1.808 1.167  -0.558
C36 -4.613 -3.564 3.997  -1.900
C37 -6.770 -3.832 2.911  -1.747
C38 -4.007 -0.197 0.803  -2.064
H57 -2.731 -2.581 2.715  0.321
H58 -2.119 -1.481 1.546  0.450
H59 -2.295 -0.952 3.221  0.338
H60 -5.482 0.626 2.738  0.402
H61 -3.880 0.693 3.431  0.411
H62 -4.440 -0.990 5.077  0.269
H63 -5.735 0.184 5.042  0.424
H64 -6.614 -2.143 5.071  0.407
H65 -7.151 -1.232 3.680  0.361
H66 -4.143 -4.328 3.370  0.378
H67 -5.067 -4.078 4.849  0.434
H68 -3.829 -2.937 4.419  0.397
H69 -7.667 -3.401 2.460  0.368
H70 -7.094 -4.322 3.833  0.402
H71 -6.390 -4.609 2.242  0.437
H72 -3.729 -0.841 -0.037  0.540
H73 -3.209 0.541 0.933  0.331
H74 -4.904 0.362 0.520  0.444

Its net charge is +1. The LUMO energy (spin up / spin down) is -4.2 / -4.2 eV. The calculation puts the frontier orbital gap (spin up / spin down) at 6.14 / 6.46 eV. The spin multiplicity is 3. The calculation puts the energy relative to the best compared isomer or geometry (same formula, charge and spin) at 160.1 kcal per mole. As for the highest occupied orbital energy (spin up / spin down): -10.33 / -10.65 eV.